1.
69
Properties=species:S:1:pos:R:3 method="wB97M-V/def2-TZVPD" s2=0.76 molar_mass_g_mol=878.39 charge=+2 de_lowest_kcal_mol=1.0 homo_lumo_gap_ev="6.79 / 6.07" spin_multiplicity=2 e_tot_ev=-141941.203
W -0.277 0.400 0.389
Ge 2.058 0.221 -0.916
Cl 2.860 2.189 -1.173
Cl 3.604 -0.958 0.018
Cl 1.936 -0.600 -2.889
O -0.366 2.372 1.024
O -1.070 0.861 2.345
N -2.035 1.004 -5.059
N -2.591 0.493 0.239
N 1.366 0.448 1.863
N -0.346 1.471 -1.316
N 1.424 4.028 -4.542
N -0.349 -1.576 1.363
N -0.670 -1.193 -1.143
C -0.759 -3.238 -3.010
C 0.656 3.253 -4.183
C -3.151 1.478 -0.493
C -0.222 1.873 -2.420
C 0.283 -1.540 2.709
C -0.102 -2.390 -0.884
C -1.352 3.147 3.073
C 1.428 -0.578 2.735
C -0.259 2.280 -3.702
C -1.339 -1.040 -2.299
C -2.164 5.115 4.821
C 2.430 -0.662 3.682
C 2.248 1.458 1.977
C -1.406 -2.036 -3.251
C 0.445 -2.507 0.504
C -1.208 1.569 -4.492
C -4.716 0.147 1.257
C -2.350 3.778 5.161
C 3.253 1.447 2.922
C 3.364 0.358 3.771
C -4.479 1.832 -0.403
C -0.929 2.120 2.152
C -1.733 -2.162 1.470
C -1.944 2.788 4.288
C -5.282 1.155 0.498
C -1.165 4.489 2.731
C -1.575 5.472 3.613
C -0.117 -3.426 -1.793
C -2.835 -1.271 2.006
C -3.372 -0.174 1.118
H 4.158 0.309 4.504
H -4.860 2.626 -1.028
H -6.328 1.403 0.609
H -2.482 5.888 5.508
H -0.708 4.750 1.786
H -1.438 6.515 3.365
H 3.943 2.277 2.966
H -0.464 -1.209 3.429
H -3.667 -1.956 2.184
H -1.638 -3.042 2.112
H 0.327 -3.530 0.872
H -5.314 -0.410 1.964
H -1.840 -0.100 -2.469
H -2.491 2.007 -1.162
H -1.949 -1.846 -4.166
H -2.594 -0.853 2.985
H -0.778 -4.030 -3.745
H -2.079 1.744 4.540
H -2.014 -2.517 0.480
H 0.357 -4.366 -1.546
H -2.808 3.520 6.105
H 2.139 2.276 1.280
H 2.462 -1.512 4.350
H 0.598 -2.550 2.985
H 1.501 -2.231 0.566

2.
8
Properties=species:S:1:pos:R:3 method="wB97M-V/def2-TZVPD" molar_mass_g_mol=91.11 charge=-1 de_lowest_kcal_mol=45.5 homo_lumo_gap_ev=7.40 e_tot_ev=-17052.510
S 2.503 1.237 -0.759
O -1.353 -1.149 -0.119
O 1.307 -1.154 -0.712
C 1.288 0.050 -0.496
C -1.335 -0.076 0.437
H -1.350 0.772 -0.224
H -1.519 -0.123 1.542
H 0.459 0.443 0.331

3.
148
Properties=species:S:1:pos:R:3 method="wB97M-V/def2-TZVPD" molar_mass_g_mol=965.22 charge=+2 de_lowest_kcal_mol=0.0 homo_lumo_gap_ev=4.89 e_tot_ev=-118802.061
S 2.157 7.885 12.136
S 2.974 5.126 5.865
P 4.018 0.455 7.568
P 7.799 7.212 -1.264
F 5.290 5.487 6.943
F 3.242 8.557 9.721
F 4.114 7.261 7.259
F 5.068 6.791 5.346
F 4.674 7.799 11.234
F 3.821 9.886 11.354
O 2.686 7.794 13.480
O -0.489 7.206 9.212
O 1.033 8.870 12.160
O 1.929 6.112 5.415
O 1.358 8.101 3.134
O 1.913 6.558 11.563
O 3.492 4.219 4.926
O 2.551 4.401 7.078
N 0.204 6.229 2.116
N 0.206 5.068 8.554
C 4.437 4.801 10.104
C -0.698 4.660 7.355
C 5.484 9.558 -3.931
C 7.698 8.466 0.156
C 4.434 6.310 6.382
C 7.591 3.121 -1.135
C 0.781 0.710 5.242
C 6.692 7.596 -2.576
C 1.227 5.188 2.538
C 6.282 8.921 0.702
C 3.632 8.598 11.018
C 6.281 3.001 4.022
C 7.081 2.632 0.277
C 4.899 1.235 6.121
C 6.430 1.513 6.086
C 4.915 -0.925 8.520
C 3.962 -1.900 9.342
C 5.686 7.820 1.623
C 12.032 10.009 -2.872
C 4.917 8.595 -4.995
C -0.400 6.018 9.495
C 1.440 0.829 3.800
C 10.109 8.729 -2.047
C 3.796 1.764 8.863
C 0.311 7.461 2.950
C 4.388 8.082 2.434
C 7.318 5.561 -0.776
C 11.425 8.600 -2.684
C -0.942 5.385 10.831
C -0.911 7.633 3.783
C 2.381 0.097 7.078
C 5.114 2.525 9.147
C 5.330 -1.612 11.500
C 6.975 1.875 4.729
C 8.325 4.486 -1.179
C 5.072 3.411 10.359
C 6.677 9.093 -3.109
C 1.679 1.310 6.369
C 9.393 7.346 -2.166
C 4.611 -2.638 10.535
H 4.468 2.210 5.895
H 0.847 0.350 3.021
H 6.453 7.628 2.374
H 4.695 -0.753 11.716
H 6.312 3.312 0.644
H 3.103 -1.277 9.591
H 12.889 9.937 -3.542
H 5.710 8.347 -5.701
H 7.972 2.593 0.904
H 9.630 9.508 -2.640
H 4.750 9.942 -3.223
H 6.474 9.805 1.309
H 4.036 8.935 -5.539
H 1.909 -0.201 8.014
H 3.814 8.886 1.972
H 5.638 7.457 -2.337
H 7.005 0.588 6.130
H 7.032 6.920 -3.361
H 3.812 -3.252 10.951
H 1.608 1.847 3.449
H 6.076 3.630 10.721
H 9.356 6.884 -3.153
H 5.746 -0.516 9.094
H 5.607 9.286 -0.072
H 12.392 10.472 -1.954
H -0.851 7.422 4.850
H 11.264 10.650 -3.305
H 8.309 2.414 -1.553
H 8.028 2.137 4.834
H 9.085 4.464 -0.397
H 6.242 -1.378 10.950
H 5.942 1.823 9.243
H 5.303 -3.445 10.295
H 4.656 2.947 11.254
H 3.529 1.297 9.812
H 1.319 4.432 1.759
H 8.717 4.732 -2.166
H 10.213 9.102 -1.028
H 5.364 -1.600 7.791
H -0.115 1.330 5.205
H -0.249 3.902 6.713
H 2.418 -0.737 6.376
H 5.233 3.121 8.242
H 6.827 2.205 6.829
H -1.150 8.696 3.805
H 2.214 5.603 2.742
H 5.674 -2.075 12.425
H 2.908 2.350 8.625
H 4.487 8.428 3.462
H 0.514 -0.314 5.504
H -0.752 5.912 2.042
H -0.405 4.497 11.168
H 0.815 4.758 3.451
H -0.992 5.535 6.775
H 1.048 1.889 7.043
H 3.558 4.635 9.481
H 8.363 8.052 0.914
H -2.006 5.173 10.726
H 8.188 9.396 -0.131
H 6.960 3.493 3.327
H 6.243 5.435 -0.902
H -1.497 4.268 7.984
H 5.354 2.609 3.604
H 3.824 7.149 2.426
H 5.783 10.404 -4.550
H 0.466 6.590 1.209
H 4.753 0.473 5.355
H 7.329 5.542 0.313
H 0.324 4.199 9.055
H 5.532 6.862 1.127
H 11.979 7.896 -2.062
H 5.181 5.393 9.571
H -1.785 7.057 3.479
H 7.531 9.232 -3.773
H 2.309 2.072 5.909
H 7.054 0.961 4.140
H 6.839 2.891 -1.890
H 4.201 5.251 11.068
H 11.175 8.178 -3.657
H 4.615 7.670 -4.504
H -0.762 6.118 11.617
H 6.703 9.855 -2.331
H 2.249 0.107 3.916
H 6.581 1.667 0.354
H 3.420 -2.616 8.724
H 10.186 6.745 -1.724
H 1.153 5.210 8.234
H 5.925 3.719 4.761

4.
10
Properties=species:S:1:pos:R:3 method="wB97M-V/def2-TZVPD" molar_mass_g_mol=99.07 charge=-1 smiles="[H]/N=C(/C=N/[H])C(=O)[O-]" de_lowest_kcal_mol=23.5 homo_lumo_gap_ev=8.19 e_tot_ev=-10235.009
O -1.389 -1.307 1.259
O -1.318 0.840 1.946
N 1.943 -0.374 -0.826
N -0.478 1.581 -0.682
C -0.250 0.438 -0.175
C 0.653 -0.558 -0.757
C -1.059 -0.121 1.234
H 0.221 -1.534 -1.048
H -0.798 2.311 0.094
H 2.475 -1.276 -1.046

5.
27
Properties=species:S:1:pos:R:3 method="wB97M-V/def2-TZVPD" s2=3.75 molar_mass_g_mol=252.05 charge=+1 de_lowest_kcal_mol=0.0 homo_lumo_gap_ev="7.04 / 12.12" spin_multiplicity=4 e_tot_ev=-43883.790
Ti -1.660 -0.761 3.200
O -3.644 -2.069 -0.633
O 2.074 0.904 1.540
O -1.534 -1.446 -0.763
O 0.286 0.202 2.629
O -2.610 -1.287 1.178
O 1.067 2.281 2.924
C 2.858 2.150 1.418
C 2.214 3.043 2.491
C -1.847 -1.873 -2.133
C 2.769 2.697 0.029
C 1.090 1.074 2.376
C -3.315 -2.311 -2.002
C -2.593 -1.584 0.009
C -0.875 -2.942 -2.561
H 3.857 1.788 1.642
H 0.139 -2.597 -2.365
H 1.805 3.953 2.062
H -0.971 -3.085 -3.639
H 3.115 3.731 0.008
H -1.769 -0.970 -2.733
H 3.401 2.150 -0.674
H -3.475 -3.362 -2.237
H -3.977 -1.725 -2.635
H -1.045 -3.896 -2.067
H 2.882 3.275 3.314
H 1.758 2.659 -0.379

6.
43
Properties=species:S:1:pos:R:3 method="wB97M-V/def2-TZVPD" molar_mass_g_mol=351.36 smiles="Cc1cc(-c2ccc3c(c2)OCO3)n(Cc2ccc(C(=O)NO)cc2)n1" de_lowest_kcal_mol=100.8 homo_lumo_gap_ev=8.70 e_tot_ev=-32636.512
O -3.683 -1.683 -0.638
O 1.529 -1.039 5.913
O -4.799 -1.080 -2.632
O -0.271 0.600 6.971
N -0.091 0.424 5.610
N 1.644 0.180 -1.459
N 2.760 0.989 -1.575
C 0.546 0.691 -2.167
C -4.919 -1.744 -1.370
C -1.480 -0.667 -1.360
C 1.941 -1.896 1.745
C 1.028 1.821 -2.736
C -2.855 -0.073 -3.696
C 0.636 0.397 2.735
C 1.046 -0.574 3.662
C -3.489 -0.703 -2.643
C 3.296 3.133 -2.644
C 0.847 0.237 1.357
C -1.527 0.375 -3.529
C 1.520 -0.909 0.837
C -2.828 -1.043 -1.488
C -0.835 0.131 -2.353
C 1.685 -1.729 3.120
C 1.718 -1.043 -0.652
C 0.837 -0.443 5.105
C 2.419 1.964 -2.340
H 2.858 4.037 -2.196
H 0.180 1.317 3.099
H 2.085 -2.471 3.790
H 4.286 2.999 -2.226
H 0.468 2.460 -3.414
H 3.359 3.255 -3.734
H -1.087 0.959 -4.319
H -1.000 -0.967 -0.468
H 2.428 -2.799 1.465
H 0.999 -1.747 -1.062
H 0.473 0.180 7.431
H 2.679 -1.513 -0.853
H -0.646 0.852 4.927
H -3.394 0.182 -4.613
H -5.708 -1.250 -0.758
H -5.175 -2.798 -1.488
H 0.515 0.989 0.649

7.
16
Properties=species:S:1:pos:R:3 method="wB97M-V/def2-TZVPD" s2=0.75 molar_mass_g_mol=102.09 charge=-1 de_lowest_kcal_mol=12.0 homo_lumo_gap_ev="2.96 / 6.41" spin_multiplicity=2 e_tot_ev=-11435.340
O -0.258 2.288 0.702
O 0.549 -2.225 1.207
O -0.582 -2.280 -1.746
O -1.873 -0.190 -3.032
O 1.574 0.063 2.913
C 0.105 3.128 -0.149
H -0.174 4.192 -0.013
H 0.749 -1.277 1.401
H 0.866 3.015 -0.948
H 0.203 -2.525 2.045
H -2.795 -0.228 -2.795
H -0.334 -2.446 -0.817
H 1.067 0.725 2.384
H 2.135 0.740 3.301
H -1.502 -0.668 -2.259
H 0.268 -2.312 -2.193

8.
115
Properties=species:S:1:pos:R:3 method="wB97M-V/def2-TZVPD" molar_mass_g_mol=747.83 homo_lumo_gap_ev=10.07 e_tot_ev=-84985.914
S 2.340 2.503 -0.972
F 0.488 -1.981 -2.620
F 3.543 1.558 -3.107
F 1.424 1.898 -3.375
F 2.779 3.579 -3.262
O 2.603 1.029 -0.521
O 7.401 6.252 -3.026
O 2.653 -4.049 0.845
O -3.593 -1.209 -2.315
O -2.602 3.711 2.528
O 0.603 0.315 5.468
O -4.505 -5.670 1.245
O 1.595 5.648 -5.905
O 3.749 -1.227 -5.933
O -6.548 -3.330 3.530
O 0.997 2.877 -0.663
O 2.313 1.165 1.708
O 6.705 3.186 -0.718
O 3.396 3.366 -0.566
O -5.987 3.167 4.742
O -0.159 -6.723 0.796
O -2.978 -1.896 2.195
O -1.848 -3.272 -1.117
O 1.549 3.791 2.676
N 0.899 -0.234 0.633
C -0.389 0.277 1.150
C 8.445 6.599 -2.120
C -4.755 -0.428 -2.570
C -5.267 2.339 3.829
C 2.531 2.360 -2.813
C 2.836 -3.304 2.044
C 0.515 -7.558 -0.136
C -5.636 -4.843 0.973
C -0.797 -0.063 -2.082
C -7.472 -3.845 4.483
C 0.528 -0.765 -1.888
C 0.831 -1.207 -0.468
C -3.255 4.719 1.765
C -2.208 -4.651 -1.034
C 6.512 3.272 -2.127
C 1.905 0.663 0.715
C 0.808 4.860 2.104
C 4.838 -0.805 -5.119
C 1.744 -0.393 4.991
C -2.814 -3.116 2.910
C 2.134 4.626 -6.734
H -4.738 -6.577 1.034
H 0.856 1.235 5.578
H -2.673 5.644 1.744
H 5.797 2.516 -2.463
H 9.021 7.454 -2.484
H -7.077 -4.736 4.979
H -8.375 -4.117 3.941
H 5.855 3.353 -0.299
H -3.897 -1.832 1.919
H -0.166 -7.172 1.646
H 1.451 -1.431 4.854
H -5.913 -4.892 -0.085
H 1.406 5.418 1.377
H -1.037 -0.572 1.329
H -2.874 -4.926 -1.860
H -4.261 2.132 4.195
H -5.792 1.395 3.653
H -1.772 -3.174 3.212
H 7.469 3.088 -2.609
H 0.066 -1.934 -0.196
H 0.516 -7.038 -1.091
H 1.330 -0.198 -2.347
H 2.299 5.059 -7.717
H 2.147 -2.462 2.007
H 0.005 -8.518 -0.259
H -0.204 0.776 2.099
H -2.731 -4.800 -0.096
H 2.563 -0.346 5.715
H 1.788 3.192 1.962
H -5.746 -3.089 4.002
H 3.091 4.264 -6.345
H 3.141 -0.490 -6.027
H -1.371 -3.129 -1.941
H -6.489 -5.127 1.588
H 4.497 -0.516 -4.123
H -3.437 -3.137 3.812
H 1.781 -1.744 -0.478
H -4.252 4.938 2.157
H -4.526 0.595 -2.281
H -0.095 4.480 1.619
H -5.191 2.878 2.891
H 1.441 3.785 -6.832
H 6.810 7.005 -3.100
H -1.550 -0.444 -1.395
H -1.181 -0.220 -3.086
H 1.551 -7.740 0.163
H -5.357 -3.824 1.219
H 9.103 5.738 -2.046
H 2.082 0.020 4.039
H -6.056 2.699 5.577
H 8.052 6.825 -1.127
H 2.608 -3.905 2.928
H 6.166 4.265 -2.409
H -5.027 -0.441 -3.629
H 1.445 5.278 -5.031
H -3.051 -3.982 2.288
H -3.351 4.343 0.749
H -7.728 -3.099 5.239
H 5.378 0.028 -5.576
H 0.523 5.530 2.913
H -0.867 0.996 0.490
H -5.608 -0.775 -1.981
H 3.255 -4.797 0.862
H 5.515 -1.650 -5.023
H -3.785 -2.116 -2.565
H 3.858 -2.923 2.117
H -0.701 1.008 -1.904
H -2.511 4.039 3.426
H -1.325 -5.292 -1.050